92
Properties=species:S:1:pos:R:3 method="wB97M-V/def2-TZVPD" e_above_lowest_kj_mol=7.09 multiplicity=1 largest_force_ev_per_a=1.4 gap_ev=5.61 e_tot_ha=-7931.09897 charge=-1 e_homo_ev=-3.49
C -5.97 1.55 -1.82
C -6.37 2.89 -1.89
C -4.05 3.52 -1.95
H 0.43 -4.51 4.10
P -0.07 -0.50 1.26
H 3.63 -1.68 4.32
C -0.65 1.83 2.65
H -5.69 4.91 -2.01
Si -0.99 2.85 -2.21
C 2.67 -1.98 3.92
C 0.88 -3.57 3.79
H -0.37 4.45 -4.02
H 5.67 3.14 2.25
C -3.91 -2.24 -3.75
H 4.69 -1.03 2.35
H 3.97 1.25 -1.20
H 2.13 1.38 0.77
C 4.72 -0.08 1.82
Si -4.73 -1.67 -2.16
H 2.61 -3.82 5.03
H -4.42 -1.86 -4.64
H -2.87 -1.89 -3.78
C 0.71 -0.77 -0.35
C 4.31 1.21 -0.18
C 4.25 -0.01 0.51
C 0.78 3.76 2.76
H -4.45 -2.58 0.17
H -1.31 5.11 -1.14
Se 4.99 -1.65 -2.10
C -5.40 3.87 -1.96
H 1.42 2.67 -2.63
C -1.15 3.69 -3.88
C 2.67 -3.80 0.62
C -0.40 3.11 3.12
H 4.12 -6.37 2.28
Se -2.15 -0.90 1.25
C -3.64 2.18 -1.89
C -0.85 4.15 -0.85
C 1.43 1.86 1.44
H -2.13 4.17 -4.00
C 2.81 -5.03 1.24
H 0.98 1.67 -1.24
P 3.68 -1.43 -0.46
H 5.85 -2.67 0.98
N -4.12 -0.11 -1.80
C 1.94 -1.19 -0.90
H -1.36 3.80 0.06
H 2.60 3.65 1.62
C 0.22 -2.76 2.88
C 2.02 -1.17 3.00
H -1.04 2.94 -4.67
H 4.85 3.28 -0.09
N -0.17 -0.81 -1.38
C 2.10 -3.18 4.31
C 5.12 -4.55 1.72
H -1.57 1.32 2.90
H -6.71 0.76 -1.73
C -6.58 -1.87 -2.39
H 6.07 -4.85 2.14
H -4.69 -3.87 -1.03
C 4.99 -3.32 1.09
C 1.69 3.13 1.92
H -3.89 -3.34 -3.82
H -0.75 -3.04 2.48
H -3.12 -3.07 -0.88
N 0.45 -1.20 -2.49
C 5.27 2.26 1.76
C -4.62 1.19 -1.83
H 1.73 -3.50 0.19
C 4.02 -5.41 1.80
C -4.20 -2.91 -0.85
C 5.23 1.05 2.44
C 0.27 1.19 1.82
H -6.78 -2.91 -2.65
H -1.12 3.60 3.75
C 0.66 1.98 -2.24
C 4.81 2.33 0.45
H -7.14 -1.62 -1.49
H 0.65 1.10 -2.89
N -2.30 1.78 -1.92
N 1.71 -1.43 -2.22
H -7.42 3.15 -1.87
C 0.79 -1.56 2.47
H 0.20 4.34 -0.60
H -6.94 -1.23 -3.21
C 3.76 -2.93 0.56
Pt -2.15 -0.31 -1.54
H 5.59 0.99 3.46
H -3.29 4.30 -1.99
H 0.98 4.76 3.13
H 1.96 -5.71 1.28
H 2.45 -0.22 2.72


93
Properties=species:S:1:pos:R:3 method="wB97M-V/def2-TZVPD" e_above_lowest_kj_mol=165.47 multiplicity=2 largest_force_ev_per_a=1.1 gap_ev="5.97 / 5.59" e_tot_ha=-3467.21814 charge=+4 s2=0.79 e_homo_ev="-17.81 / -17.80"
H -5.23 2.09 1.44
H 7.41 0.97 -4.86
C -0.13 4.88 -1.24
C -0.23 3.50 -1.12
C 4.15 0.83 1.90
C 6.38 1.15 -2.99
H -2.93 5.44 -3.07
H -1.49 -0.81 -3.06
C -4.33 -4.12 0.25
C -5.51 0.10 -1.30
H 0.31 -4.66 -0.45
C 5.29 1.08 -5.13
H 4.76 0.81 2.79
H 2.06 -0.31 -3.97
P -1.46 1.00 -1.53
C -4.81 -2.94 0.81
N -2.72 -1.84 0.40
C -0.17 -4.05 -1.22
N -1.73 1.71 4.66
H 1.44 -2.41 -0.92
N -1.00 2.11 2.72
H 7.29 1.17 -2.40
H -4.33 -0.91 1.30
H 1.13 -0.77 -2.56
N -1.19 2.95 4.72
C -4.94 1.50 0.57
H 0.35 1.93 1.30
C -1.31 2.80 -1.68
C 6.45 1.05 -4.37
H -6.26 -0.41 -1.89
S 0.80 -0.37 1.72
C 2.99 2.13 0.18
H 0.71 5.41 -0.82
P 2.29 1.47 -2.36
H -0.87 -4.69 -1.75
H -6.93 0.86 0.13
C 3.04 -0.34 0.01
C 1.63 -0.86 0.36
H -5.81 -2.87 1.21
C 3.93 -0.32 1.22
S -2.27 -0.30 2.86
C -1.28 0.26 -3.18
H 2.79 3.11 -0.24
C -2.27 -2.99 -0.16
H 0.57 2.94 -0.63
C 1.37 0.06 -3.21
H -0.98 2.77 0.85
H -2.65 -5.04 -0.70
C 0.06 0.49 -3.92
C -0.06 4.45 3.10
H -0.03 -0.11 -4.83
H 4.09 -2.08 -0.73
C -3.20 0.79 -0.99
H 4.52 -0.61 -1.42
Re -1.43 -0.13 0.58
H -2.97 2.28 0.58
H -0.01 5.13 3.94
C -3.98 -1.84 0.86
C -1.65 1.16 3.45
H -3.13 3.00 -2.82
C 4.05 1.19 -4.50
H 0.11 1.53 -4.25
H 4.35 -1.26 1.55
H 5.13 1.44 -1.29
N 3.72 -1.18 -1.07
C -3.61 1.52 0.14
C -2.28 3.51 -2.39
H -4.96 -5.00 0.20
H -2.16 1.31 5.48
C 3.63 2.06 1.43
C 5.15 1.27 -2.36
H 3.16 1.24 -5.12
C 3.96 1.27 -3.11
C -0.74 3.21 3.55
C -3.04 -4.14 -0.25
C -0.90 -2.90 -0.59
N -0.67 1.94 1.36
C -5.89 0.82 -0.16
H 3.13 -1.32 -1.90
H -1.03 6.64 -2.06
C -1.11 5.57 -1.95
C -4.19 0.05 -1.69
N 0.98 -1.58 -0.57
H -2.08 0.66 -3.81
N -0.37 -1.74 -0.32
H 3.83 2.98 1.98
H -0.62 4.93 2.30
C 2.74 1.03 -0.61
H 5.34 1.04 -6.21
H 0.57 -3.74 -1.96
H -3.91 -0.51 -2.57
H 0.95 4.24 2.77
C -2.18 4.89 -2.52


87
Properties=species:S:1:pos:R:3 method="wB97M-V/def2-TZVPD" multiplicity=1 largest_force_ev_per_a=1.3 gap_ev=6.40 e_tot_ha=-2633.88555 charge=+4 e_homo_ev=-18.61
C -5.07 0.07 0.08
H -4.01 5.17 -0.50
H 0.53 -1.36 -5.32
H -5.60 -0.90 6.31
H -4.33 -1.34 -1.41
C -2.61 2.39 -1.85
H -3.74 5.93 -2.84
C -3.20 -0.14 4.05
C 2.41 1.29 -2.35
C -4.34 -0.74 4.58
C 1.10 -2.42 3.56
H -4.77 -1.89 0.95
H 2.42 1.25 2.03
C -2.25 -2.69 2.22
C -0.89 2.94 1.98
C 1.74 2.09 2.04
H -3.30 2.89 0.15
H -1.93 2.74 2.24
H -1.54 1.21 4.40
Sb -2.30 0.41 -1.29
C 3.45 -2.06 3.87
H 2.41 2.47 -4.11
H -2.03 2.15 -3.93
C 2.21 -2.50 4.36
C -2.83 1.05 6.10
H 0.14 -2.76 3.95
H -2.77 4.42 -4.54
H 1.76 2.63 1.09
H 3.03 3.26 -2.82
H 3.35 1.24 -1.81
Re -0.45 -0.05 0.61
H -0.39 0.42 -3.89
H -5.36 -0.68 2.10
H 0.09 -3.73 -4.80
C 3.55 -1.52 2.60
C -2.93 -3.68 2.87
H 2.14 -2.92 5.36
H 2.01 2.76 2.85
N 2.32 2.59 -3.10
H -4.96 1.13 0.34
H -1.28 -3.14 0.48
C -0.31 -2.96 -4.16
C -1.37 -0.96 -2.55
Sb -2.75 -0.61 2.07
C -2.45 2.81 -3.17
H -0.79 3.19 0.92
H 4.33 -2.15 4.49
C -0.06 -1.75 1.49
H -3.88 -3.49 3.36
C -1.63 -2.31 -2.25
H -4.74 0.25 -2.07
C -3.42 4.93 -2.56
H -2.29 -2.58 -1.44
H -2.91 -5.74 3.50
H -0.69 -6.29 2.57
H 4.52 -1.22 2.22
H -2.25 1.75 6.69
C -1.09 -5.29 2.45
C -2.86 4.09 -3.52
C -4.71 -0.44 5.89
C -1.10 -3.30 -3.06
C -2.44 0.76 4.80
H -6.14 -0.06 -0.12
H -4.26 0.70 7.65
H -4.96 -1.42 4.01
O 1.27 0.16 -0.60
C 2.42 -1.39 1.81
C -4.70 -0.84 1.25
C 1.17 -1.84 2.27
H 2.51 -1.02 0.80
C -0.98 -3.00 1.56
C -0.57 -0.62 -3.64
H 2.39 0.47 -3.06
H -1.32 -4.35 -2.87
C -0.39 -4.33 1.80
C 1.24 1.17 -1.41
C -3.17 3.22 -0.88
C -3.57 4.51 -1.24
H 0.58 -4.56 1.36
C -4.31 -0.27 -1.20
C -2.36 -4.97 2.97
C -0.05 -1.62 -4.45
H -0.51 3.75 2.60
H 1.40 3.00 -2.90
C -3.96 0.46 6.64
O 0.32 1.98 -1.46
S 0.08 1.48 2.39


94
Properties=species:S:1:pos:R:3 method="wB97M-V/def2-TZVPD" multiplicity=1 largest_force_ev_per_a=1.2 gap_ev=6.26 e_tot_ha=-5297.88720 e_homo_ev=-7.11
C 3.92 -1.11 4.14
H 2.30 -3.55 1.21
C -0.64 2.62 -1.27
H 4.26 -4.07 0.00
H 5.12 -2.24 -3.75
O 6.16 -4.92 -1.17
C -3.55 -2.07 -0.69
C -0.30 3.45 -2.33
H -2.64 -2.40 -4.65
H 0.04 -4.11 -0.48
C 0.32 -0.92 3.17
C -2.67 -4.51 -2.53
H 5.58 -0.24 3.10
C 3.75 0.18 2.10
C -0.35 -3.80 -3.12
C -0.93 -4.48 -0.81
O 1.61 0.56 1.14
C -3.09 0.38 -2.66
H -2.17 -1.24 3.36
H -0.47 5.40 -3.17
C 1.99 -2.78 0.48
H 0.33 3.06 -3.12
H 3.11 -0.77 -3.53
O 0.89 -2.25 0.64
C 2.36 0.02 2.08
C 4.78 -3.23 -1.88
Zr 0.12 -0.25 -0.09
N -0.48 -0.67 2.22
H -3.12 -4.09 -3.43
H -2.81 0.97 2.71
I 3.24 2.13 -1.23
H -0.47 -1.18 -4.30
H -2.55 4.79 0.52
H -1.35 0.28 -4.73
O 6.63 -3.94 -3.03
C 1.76 -0.72 3.13
C 2.51 -1.61 -1.65
C 3.37 -1.50 -2.77
H -2.61 0.90 -1.84
H -2.38 -5.54 -2.76
H -2.12 -1.80 1.68
H -0.82 -5.55 -1.03
H 4.52 -1.53 4.93
H 5.61 0.83 -2.58
C 4.00 -3.35 -0.76
H -4.09 -1.98 -3.71
C -2.00 2.21 0.77
H -0.38 0.23 -3.25
H -2.62 2.70 1.52
C 6.44 3.35 -4.68
C 4.58 2.70 -2.70
H -3.88 -1.13 -0.25
C -1.05 -0.35 -3.88
C 5.57 1.80 -3.07
H 7.15 3.61 -5.45
C 4.54 3.94 -3.33
H -0.08 -4.85 -3.31
H -3.21 1.09 -3.48
H 2.06 -1.82 4.94
H -3.53 -2.83 0.10
H 0.56 -3.27 -2.81
N -1.88 0.93 0.81
C -2.30 -0.85 -3.14
H 7.26 1.40 -4.32
C 4.47 -2.30 -2.89
C -1.44 -3.73 -2.04
H -4.10 0.09 -2.33
C -3.18 -1.58 -4.16
H -1.62 -4.39 0.04
C -2.65 0.27 1.88
C -0.75 4.76 -2.35
H -0.07 -1.35 4.10
C -1.55 5.26 -1.31
C 5.46 4.26 -4.32
H -4.33 -2.38 -1.40
N 5.95 -4.10 -2.04
H -3.63 -0.01 1.49
H 4.22 0.75 1.30
O -0.18 1.38 -1.21
C 2.55 -1.26 4.15
O 1.45 -0.87 -1.59
H -1.88 6.29 -1.33
H -0.68 -3.37 -4.06
C 4.51 -0.38 3.11
C -1.48 3.09 -0.25
H -3.45 -4.56 -1.77
C -1.89 -0.96 2.34
H -3.48 -0.88 -4.95
H 5.40 5.23 -4.80
Si -1.85 -1.89 -1.55
C -1.91 4.42 -0.28
Br 3.23 5.24 -2.89
C 6.50 2.12 -4.05
C 2.86 -2.55 -0.63


96
Properties=species:S:1:pos:R:3 method="wB97M-V/def2-TZVPD" e_above_lowest_kj_mol=16.57 multiplicity=2 largest_force_ev_per_a=0.8 gap_ev="4.23 / 4.84" e_tot_ha=-5672.22668 charge=+3 s2=0.76 e_homo_ev="-14.34 / -14.34"
C -3.64 1.14 -2.41
H 3.78 1.08 -1.80
C -3.82 -0.12 -4.47
H -0.58 -5.79 2.29
C -1.49 -1.87 -0.94
C -3.63 -1.64 0.20
H 5.18 -0.92 -2.40
H -3.19 -0.80 4.90
H -0.06 2.42 1.20
C 4.31 -1.02 -1.77
C -5.51 3.24 1.80
H -0.12 4.38 -1.37
C 2.48 -4.92 2.45
C -0.75 4.58 -2.23
N 1.05 0.65 1.17
H -0.44 -5.81 4.06
H -2.93 5.34 -5.32
H 2.07 -3.70 5.30
H 1.26 -2.31 -2.57
H -0.10 -4.47 -2.21
C -2.37 1.15 4.43
H 2.28 -5.30 1.45
C -5.01 1.01 -2.22
H -5.75 6.16 0.09
H -3.96 -3.50 -1.97
N -2.80 -2.07 -0.91
C -2.66 4.06 -3.60
C -1.00 -3.86 -2.30
H 2.49 -3.32 -0.09
H -3.53 3.46 -3.82
C 3.95 -2.26 -1.27
C -0.42 5.64 -3.06
H -5.49 1.48 -1.37
H 3.34 -4.26 2.46
N -0.76 -0.24 2.66
C -1.87 3.80 -2.48
H -1.72 -1.96 3.28
C -2.48 -0.24 4.31
C 0.30 -1.79 -2.60
C -3.56 -2.50 -2.10
H -6.86 0.22 -3.01
N -0.92 -0.96 -0.10
C -5.94 4.50 1.42
N -0.71 -2.51 -1.83
C -3.05 0.57 -3.54
C 1.58 1.00 -0.10
F -0.91 6.89 -4.97
O 1.30 1.99 -0.71
C -5.38 5.18 0.35
As 0.94 -4.00 3.11
H 0.44 6.27 -2.88
C -0.65 1.10 2.78
C 1.29 -3.14 4.78
H -3.01 1.69 5.11
H -1.34 2.89 3.71
H 1.12 2.27 2.51
H -1.57 -0.22 0.16
H -1.47 -4.60 3.28
H -2.94 -2.45 -2.98
C -4.49 2.65 1.08
H -1.31 -3.87 -3.34
C -0.56 -5.18 3.18
H -0.02 -1.74 -3.64
Sb -2.38 2.29 -1.10
F -5.92 -0.90 -5.13
H 1.64 -2.13 4.59
H -4.48 -2.32 0.28
C -2.33 5.11 -4.45
O 0.54 -2.76 1.95
H -4.15 1.66 1.38
H 2.66 -5.76 3.12
H -1.79 -4.31 -1.70
C 2.83 -2.37 -0.46
C 0.39 1.72 1.91
C -5.79 0.31 -3.13
H 0.38 -3.12 5.38
C -3.92 3.29 -0.02
H -5.99 2.76 2.64
H -4.02 -0.63 0.02
H 0.41 -0.78 -2.22
C -1.22 5.88 -4.16
H 4.52 -3.15 -1.51
V 0.49 -1.12 1.21
H -3.07 -1.67 1.13
C 3.54 0.09 -1.44
H -1.99 0.70 -3.73
C 2.46 -0.09 -0.60
H -3.39 -0.53 -5.37
H -4.39 -1.80 -2.22
F -6.92 5.08 2.11
H -3.94 5.08 -1.22
C -1.45 1.82 3.65
C -5.18 -0.24 -4.24
N 2.10 -1.30 -0.13
C -1.66 -0.89 3.42
C -4.37 4.56 -0.37


Repeat the first record exactly.
92
Properties=species:S:1:pos:R:3 method="wB97M-V/def2-TZVPD" e_above_lowest_kj_mol=7.09 multiplicity=1 largest_force_ev_per_a=1.4 gap_ev=5.61 e_tot_ha=-7931.09897 charge=-1 e_homo_ev=-3.49
C -5.97 1.55 -1.82
C -6.37 2.89 -1.89
C -4.05 3.52 -1.95
H 0.43 -4.51 4.10
P -0.07 -0.50 1.26
H 3.63 -1.68 4.32
C -0.65 1.83 2.65
H -5.69 4.91 -2.01
Si -0.99 2.85 -2.21
C 2.67 -1.98 3.92
C 0.88 -3.57 3.79
H -0.37 4.45 -4.02
H 5.67 3.14 2.25
C -3.91 -2.24 -3.75
H 4.69 -1.03 2.35
H 3.97 1.25 -1.20
H 2.13 1.38 0.77
C 4.72 -0.08 1.82
Si -4.73 -1.67 -2.16
H 2.61 -3.82 5.03
H -4.42 -1.86 -4.64
H -2.87 -1.89 -3.78
C 0.71 -0.77 -0.35
C 4.31 1.21 -0.18
C 4.25 -0.01 0.51
C 0.78 3.76 2.76
H -4.45 -2.58 0.17
H -1.31 5.11 -1.14
Se 4.99 -1.65 -2.10
C -5.40 3.87 -1.96
H 1.42 2.67 -2.63
C -1.15 3.69 -3.88
C 2.67 -3.80 0.62
C -0.40 3.11 3.12
H 4.12 -6.37 2.28
Se -2.15 -0.90 1.25
C -3.64 2.18 -1.89
C -0.85 4.15 -0.85
C 1.43 1.86 1.44
H -2.13 4.17 -4.00
C 2.81 -5.03 1.24
H 0.98 1.67 -1.24
P 3.68 -1.43 -0.46
H 5.85 -2.67 0.98
N -4.12 -0.11 -1.80
C 1.94 -1.19 -0.90
H -1.36 3.80 0.06
H 2.60 3.65 1.62
C 0.22 -2.76 2.88
C 2.02 -1.17 3.00
H -1.04 2.94 -4.67
H 4.85 3.28 -0.09
N -0.17 -0.81 -1.38
C 2.10 -3.18 4.31
C 5.12 -4.55 1.72
H -1.57 1.32 2.90
H -6.71 0.76 -1.73
C -6.58 -1.87 -2.39
H 6.07 -4.85 2.14
H -4.69 -3.87 -1.03
C 4.99 -3.32 1.09
C 1.69 3.13 1.92
H -3.89 -3.34 -3.82
H -0.75 -3.04 2.48
H -3.12 -3.07 -0.88
N 0.45 -1.20 -2.49
C 5.27 2.26 1.76
C -4.62 1.19 -1.83
H 1.73 -3.50 0.19
C 4.02 -5.41 1.80
C -4.20 -2.91 -0.85
C 5.23 1.05 2.44
C 0.27 1.19 1.82
H -6.78 -2.91 -2.65
H -1.12 3.60 3.75
C 0.66 1.98 -2.24
C 4.81 2.33 0.45
H -7.14 -1.62 -1.49
H 0.65 1.10 -2.89
N -2.30 1.78 -1.92
N 1.71 -1.43 -2.22
H -7.42 3.15 -1.87
C 0.79 -1.56 2.47
H 0.20 4.34 -0.60
H -6.94 -1.23 -3.21
C 3.76 -2.93 0.56
Pt -2.15 -0.31 -1.54
H 5.59 0.99 3.46
H -3.29 4.30 -1.99
H 0.98 4.76 3.13
H 1.96 -5.71 1.28
H 2.45 -0.22 2.72